{"formula": "C16H23NO2S", "method": "ωB97M-V/def2-TZVPD", "e_homo_ev": -9.3, "e_tot_ha": -1226.86736, "max_force_ev_per_a": 0.8, "relative_energy_kcal_mol": 37.3, "smiles": "O=S(=O)(/C=C/c1ccccc1)NC1CCCCCCC1", "homo_lumo_gap_ev": 9.2, "multiplicity": 1, "symbols": ["O", "S", "O", "C", "C", "C", "C", "C", "C", "C", "C", "N", "C", "C", "C", "C", "C", "C", "C", "C", "H", "H", "H", "H", "H", "H", "H", "H", "H", "H", "H", "H", "H", "H", "H", "H", "H", "H", "H", "H", "H", "H", "H"], "positions_angstrom": [[0.109, -0.406, 2.363], [0.681, -0.739, 1.085], [0.761, -2.125, 0.734], [2.295, -0.002, 0.957], [3.244, -0.650, 0.294], [4.621, -0.238, 0.074], [5.464, -1.071, -0.667], [6.780, -0.720, -0.897], [7.281, 0.469, -0.392], [6.456, 1.305, 0.345], [5.140, 0.957, 0.577], [-0.143, 0.095, -0.132], [-1.602, 0.060, 0.034], [-2.060, -1.325, -0.433], [-3.507, -1.709, -0.115], [-4.573, -0.928, -0.895], [-5.257, 0.204, -0.118], [-4.366, 1.087, 0.754], [-3.346, 1.955, 0.020], [-2.249, 1.211, -0.748], [2.393, 0.938, 1.467], [2.955, -1.604, -0.130], [5.075, -1.999, -1.060], [7.420, -1.375, -1.470], [8.310, 0.743, -0.569], [6.844, 2.231, 0.742], [4.508, 1.613, 1.155], [0.195, 1.048, -0.099], [-1.814, 0.171, 1.107], [-1.892, -1.392, -1.510], [-1.402, -2.054, 0.043], [-3.685, -1.621, 0.957], [-3.605, -2.768, -0.364], [-5.364, -1.619, -1.198], [-4.136, -0.542, -1.815], [-5.796, 0.835, -0.830], [-6.003, -0.244, 0.545], [-3.854, 0.471, 1.492], [-5.023, 1.762, 1.310], [-3.871, 2.609, -0.682], [-2.870, 2.595, 0.768], [-1.478, 1.943, -1.009], [-2.638, 0.831, -1.690]], "mulliken_charge": [-0.678, 1.297, -0.710, -1.110, 0.164, 0.883, -0.490, -0.502, -0.448, -0.596, -0.414, -0.444, 0.167, -0.847, -0.950, -0.659, -0.816, -0.592, -0.779, -0.915, 0.414, 0.375, 0.355, 0.381, 0.378, 0.379, 0.255, 0.384, 0.506, 0.230, 0.338, 0.461, 0.366, 0.407, 0.354, 0.320, 0.334, 0.300, 0.391, 0.389, 0.315, 0.501, 0.303]}

***

{"formula": "C16H24BFNO7S2", "method": "ωB97M-V/def2-TZVPD", "e_homo_ev": -12.4, "e_tot_ha": -2126.41692, "max_force_ev_per_a": 0.9, "total_charge": 1, "homo_lumo_gap_ev": 8.1, "multiplicity": 1, "symbols": ["C", "C", "C", "F", "C", "C", "C", "O", "O", "S", "C", "C", "N", "C", "C", "O", "O", "C", "B", "C", "O", "H", "H", "H", "H", "H", "H", "H", "H", "H", "H", "H", "H", "H", "H", "H", "H", "C", "C", "C", "S", "O", "O", "C", "H", "H", "H", "H", "H", "H", "H", "H"], "positions_angstrom": [[-3.016, 3.367, 3.406], [-1.757, 2.489, 3.333], [-1.252, 2.322, 1.885], [0.112, 2.528, 1.811], [-1.605, 0.983, 1.286], [-2.532, 0.920, 0.246], [-3.227, 2.109, -0.365], [-4.398, 2.210, -0.221], [-2.566, 3.025, -1.102], [-1.018, 2.636, -1.676], [-2.965, -0.314, -0.222], [-2.443, -1.454, 0.342], [-1.520, -1.391, 1.321], [-1.036, -2.646, 1.893], [0.375, -2.962, 1.439], [0.882, -2.440, 0.505], [1.002, -3.891, 2.155], [-1.069, -0.205, 1.803], [0.053, -0.248, 2.963], [1.559, -0.029, 2.630], [-0.396, -0.562, 4.193], [-3.030, 4.106, 2.615], [-3.899, 2.744, 3.330], [-3.041, 3.872, 4.363], [-2.030, 1.505, 3.693], [-0.933, 2.882, 3.916], [-1.722, 3.100, 1.296], [-0.281, 3.498, -0.953], [-3.713, -0.397, -0.987], [-2.770, -2.425, 0.018], [-1.676, -3.450, 1.548], [-1.119, -2.618, 2.974], [0.435, -4.266, 2.841], [2.204, -0.521, 3.354], [1.811, -0.383, 1.635], [1.814, 1.027, 2.643], [0.332, -0.594, 4.825], [4.244, -1.149, -4.463], [3.157, -2.208, -4.688], [1.910, -1.755, -3.915], [1.990, 0.040, -3.852], [2.145, 0.450, -2.474], [0.943, 0.603, -4.666], [3.565, 0.199, -4.685], [5.087, -1.283, -5.139], [4.620, -1.212, -3.440], [2.928, -2.275, -5.752], [3.481, -3.194, -4.360], [0.986, -2.042, -4.410], [1.914, -2.117, -2.890], [4.108, 1.042, -4.264], [3.358, 0.374, -5.740]], "mulliken_charge": [-1.332, -0.583, -0.251, -0.389, 0.472, 0.441, 0.290, -0.467, -0.383, 0.048, -1.183, -0.197, 0.184, -1.431, 0.815, -0.439, -0.481, 0.499, 0.538, -1.063, -0.654, 0.316, 0.367, 0.399, 0.201, 0.455, 0.752, 0.185, 0.612, 0.442, 0.587, 0.475, 0.371, 0.427, 0.325, 0.300, 0.336, -0.561, -0.680, -0.454, 1.168, -0.619, -0.701, -0.739, 0.343, 0.296, 0.295, 0.344, 0.369, 0.198, 0.394, 0.362]}

***

{"formula": "C16H24BN2O8P", "method": "ωB97M-V/def2-TZVPD", "e_homo_ev": -8.7, "e_tot_ha": -1701.74677, "max_force_ev_per_a": 3.8, "smiles": "N#CO[C@H]1O[C@@H](P(=O)(O)O)C[C@]1(CCCNCc1ccccc1O)CB(O)O", "homo_lumo_gap_ev": 8.6, "multiplicity": 1, "symbols": ["N", "C", "O", "C", "O", "C", "P", "O", "O", "O", "C", "C", "C", "C", "C", "N", "C", "C", "C", "C", "C", "C", "C", "O", "C", "B", "O", "O", "H", "H", "H", "H", "H", "H", "H", "H", "H", "H", "H", "H", "H", "H", "H", "H", "H", "H", "H", "H", "H", "H", "H", "H"], "positions_angstrom": [[0.308, -3.737, 2.271], [0.843, -3.028, 1.538], [1.068, -2.322, 0.389], [1.038, -0.899, 0.686], [2.299, -0.741, 1.407], [3.110, 0.248, 0.751], [4.917, 0.389, 1.195], [5.005, 1.420, 2.293], [5.793, 1.042, -0.083], [5.583, -1.002, 1.780], [2.667, 0.079, -0.747], [1.067, 0.029, -0.626], [0.697, -0.840, -1.927], [-0.850, -1.133, -2.087], [-1.320, -2.580, -1.622], [-2.027, -2.634, -0.332], [-3.342, -1.969, -0.356], [-3.393, -0.603, 0.412], [-2.578, -0.304, 1.623], [-2.594, 0.982, 2.314], [-3.444, 2.074, 1.829], [-4.299, 1.822, 0.671], [-4.272, 0.508, -0.021], [-5.147, 0.386, -1.130], [0.290, 1.394, -0.553], [1.202, 2.703, -0.747], [1.623, 3.076, -2.047], [1.578, 3.429, 0.417], [0.310, -0.556, 1.476], [2.689, 1.206, 1.195], [5.599, 2.002, -0.053], [6.133, -0.698, 2.536], [3.018, -0.959, -0.999], [3.119, 0.724, -1.543], [1.345, -1.752, -2.034], [0.980, -0.170, -2.798], [-1.063, -1.080, -3.201], [-1.521, -0.371, -1.612], [-1.937, -3.120, -2.388], [-0.380, -3.198, -1.496], [-1.449, -2.351, 0.456], [-4.119, -2.659, 0.091], [-3.584, -1.740, -1.436], [-1.919, -1.110, 2.024], [-1.920, 1.117, 3.196], [-3.436, 3.068, 2.332], [-4.973, 2.633, 0.302], [-6.034, 0.452, -0.722], [-0.558, 1.474, -1.296], [-0.195, 1.459, 0.470], [1.593, 4.050, -2.100], [2.479, 3.789, 0.303]], "mulliken_charge": [-0.492, 0.431, -0.289, 0.185, -0.475, 0.234, 0.783, -0.716, -0.549, -0.514, -1.279, 1.631, -1.510, 0.215, -0.910, -0.087, -1.021, 0.216, -0.369, -0.754, -0.414, -0.415, 0.431, -0.547, -0.435, 0.749, -0.619, -0.560, 0.079, 0.188, 0.360, 0.355, 0.381, 0.439, 0.386, 0.517, 0.285, -0.081, 0.325, 0.339, -0.034, 0.329, 0.430, 0.654, 0.383, 0.361, 0.392, 0.351, 0.114, -0.071, 0.309, 0.295]}

***

{"formula": "C16H24CaO15", "method": "ωB97M-V/def2-TZVPD", "e_homo_ev": 2.0, "e_tot_ha": -2429.96551, "max_force_ev_per_a": 6.4, "total_charge": -4, "homo_lumo_gap_ev": 3.2, "multiplicity": 1, "symbols": ["Ca", "C", "C", "O", "O", "H", "H", "H", "C", "C", "O", "O", "H", "H", "H", "C", "C", "O", "O", "H", "H", "H", "C", "C", "O", "O", "H", "H", "H", "C", "C", "O", "O", "H", "H", "H", "C", "C", "O", "O", "H", "H", "H", "C", "C", "C", "O", "C", "O", "O", "H", "H", "H", "H", "H", "H"], "positions_angstrom": [[-0.093, 0.576, 0.834], [3.713, 5.644, -0.717], [2.348, 5.124, -0.287], [1.345, 5.877, -0.168], [2.329, 3.921, -0.115], [4.550, 5.698, -0.020], [3.629, 6.681, -1.044], [4.157, 5.244, -1.628], [-3.720, 1.927, -4.627], [-3.057, 2.827, -3.604], [-3.000, 4.055, -3.820], [-2.676, 2.350, -2.549], [-4.316, 2.435, -5.385], [-4.370, 1.220, -4.114], [-2.972, 1.221, -4.988], [-3.581, -3.628, 4.175], [-2.421, -2.923, 3.450], [-1.320, -2.663, 4.131], [-2.574, -2.412, 2.332], [-4.541, -3.194, 3.898], [-3.406, -3.539, 5.247], [-3.449, -4.679, 3.917], [-2.539, 3.550, 5.587], [-2.663, 3.880, 4.069], [-3.456, 4.781, 3.614], [-2.057, 3.191, 3.173], [-1.651, 3.006, 5.910], [-3.370, 2.885, 5.820], [-2.702, 4.546, 5.999], [2.955, 3.519, 5.979], [2.827, 2.062, 5.518], [2.121, 1.759, 4.545], [3.513, 1.170, 6.084], [2.024, 3.848, 6.439], [3.135, 4.112, 5.082], [3.841, 3.730, 6.577], [5.218, -2.463, -0.614], [4.547, -2.373, 0.779], [5.035, -2.763, 1.876], [3.365, -1.965, 0.888], [6.213, -2.909, -0.589], [5.401, -1.576, -1.222], [4.773, -3.142, -1.340], [-0.296, -5.961, -6.167], [-0.827, -4.506, -5.876], [-2.148, -4.548, -5.079], [-1.879, -3.702, -3.871], [-0.706, -3.227, -3.892], [-0.443, -2.295, -3.157], [0.005, -3.827, -4.918], [-0.216, -6.623, -5.305], [0.660, -5.884, -6.686], [-0.911, -6.411, -6.947], [-0.953, -3.800, -6.697], [-2.344, -5.604, -4.893], [-3.046, -4.224, -5.606]], "mulliken_charge": [1.900, -0.992, 0.584, -0.743, -0.672, 0.252, 0.325, 0.272, -0.768, 0.502, -0.737, -0.672, 0.263, 0.255, 0.162, -0.809, 0.589, -0.750, -0.720, 0.252, 0.248, 0.207, -0.768, 0.520, -0.749, -0.677, 0.274, 0.183, 0.244, -0.724, 0.487, -0.653, -0.758, 0.159, 0.222, 0.278, -0.924, 0.532, -0.720, -0.685, 0.320, 0.264, 0.229, -1.368, 0.382, -0.453, -0.306, 0.693, -0.547, -0.366, 0.352, 0.359, 0.394, 0.301, 0.266, 0.287]}

***

> Which formula does entry 2 have?

C16H24BFNO7S2

***

> What is the multiplicity in the second record?

1

***

> Which value of multiplicity does entry 2 give?

1